Entry 1:
Density functional theory data (ωB97M-V/def2-TZVPD) for a cluster of 6 separate species, C8H22BBrCl2F4N2 in total in a non-equilibrium geometry.

ORCA input file:
```
! wB97M-V def2-TZVPD RIJCOSX def2/J DEFGRID3
* xyz -1 2
N -19.955 4.102 4.839
H -20.843 3.768 5.185
H -19.708 3.711 3.941
H -19.252 3.817 5.505
H -19.786 5.098 4.839
Br -23.097 2.806 5.658
C -25.069 5.326 9.764
C -23.654 5.332 10.186
C -22.580 5.776 9.132
N -21.148 5.215 9.467
C -21.048 3.737 9.000
C -20.780 5.454 10.984
C -20.311 6.940 11.031
C -19.902 7.317 9.628
C -20.110 6.067 8.758
H -25.297 4.601 8.983
H -25.286 6.362 9.504
H -25.706 5.075 10.612
H -23.443 4.336 10.578
H -23.688 6.010 11.039
H -22.476 6.858 9.047
H -22.713 5.365 8.131
H -21.817 3.071 9.390
H -20.127 3.268 9.347
H -21.111 3.724 7.912
H -20.011 4.696 11.130
H -21.582 5.252 11.694
H -19.569 6.915 11.829
H -21.010 7.676 11.429
H -18.873 7.675 9.597
H -20.361 8.245 9.287
H -19.144 5.575 8.646
H -20.466 6.252 7.745
Cl -20.116 7.143 5.057
Cl -17.852 3.613 7.164
B -19.103 3.235 1.774
F -19.809 4.419 1.919
F -19.594 2.431 2.831
F -19.339 2.649 0.557
F -17.794 3.532 1.888
*
```

The orbital gap (alpha / beta) is 0.2601 / 0.1070 Ha. The total energy comes out at -118274.0490 eV.

Entry 2:
Density functional theory data (ωB97M-V/def2-TZVPD) for the molecule C4H9O2P in a non-equilibrium geometry.

ORCA input file:
```
! wB97M-V def2-TZVPD RIJCOSX def2/J DEFGRID3
* xyz 0 1
C -0.102 -2.182 -1.739
C -0.375 1.034 -0.769
C -0.658 -0.047 1.468
C 0.058 -0.006 0.180
O 0.904 -1.440 -1.913
O -0.997 -1.901 -0.922
P 1.649 -0.747 -0.029
H -0.337 -2.896 -2.519
H -0.505 1.999 -0.362
H -1.377 0.775 -1.307
H 0.446 1.121 -1.616
H -0.100 -0.347 2.289
H -1.351 -0.987 1.253
H -1.200 0.914 1.500
H 2.333 0.201 -0.861
H 2.112 -0.197 1.148
*
```

As for the structure (SMILES): CC(C)=[PH2]OC=O. The orbital gap (alpha / beta) is 0.2737 / 0.2737 Ha. For the relative energy (zero: lowest compared OMol25 entry of this formula, charge and spin), the calculation gives 110.63 kcal/mol. The total energy comes out at -17674.2196 eV.